[1]
{"formula": "C42H33CdN17O3", "method": "the ωB97M-V functional and the def2-TZVPD basis", "species": ["Cd", "C", "C", "C", "C", "N", "C", "N", "C", "N", "C", "N", "C", "C", "C", "C", "C", "N", "C", "C", "C", "C", "C", "C", "H", "H", "H", "H", "H", "H", "H", "H", "H", "H", "H", "H", "C", "N", "C", "N", "C", "N", "C", "C", "C", "C", "C", "C", "C", "N", "N", "C", "O", "C", "C", "C", "C", "C", "C", "N", "C", "N", "C", "N", "C", "H", "H", "H", "H", "H", "H", "H", "H", "H", "H", "H", "H", "H", "H", "H", "H", "N", "C", "C", "N", "C", "C", "N", "H", "H", "H", "H", "H", "O", "N", "O"], "positions_angstrom": [[0.1909, -0.2551, 0.3565], [3.5074, -1.0799, -2.9107], [3.6804, 0.1242, -3.5931], [2.7687, 1.1300, -3.3973], [1.6805, 0.9453, -2.5195], [1.5151, -0.2165, -1.8673], [2.4202, -1.1877, -2.0745], [0.8597, 2.0431, -2.3805], [-0.2448, 2.1070, -1.7055], [-0.9064, 1.1989, -0.9293], [-2.0988, 1.7776, -0.5021], [-3.0679, 1.3076, 0.1837], [-3.2078, -0.0106, 0.6140], [-4.0714, -0.2004, 1.7016], [-4.3200, -1.4748, 2.1526], [-3.7264, -2.5450, 1.4920], [-2.8943, -2.2644, 0.4291], [-2.6151, -1.0325, -0.0082], [-2.1461, 3.1833, -0.9821], [-3.0801, 4.1851, -0.7991], [-2.8148, 5.4165, -1.3868], [-1.6579, 5.6225, -2.1407], [-0.7333, 4.6011, -2.3288], [-1.0049, 3.3855, -1.7277], [4.1942, -1.9089, -3.0251], [4.5202, 0.2664, -4.2615], [2.8547, 2.0878, -3.8899], [2.2667, -2.1050, -1.5185], [-4.5186, 0.6705, 2.1586], [-4.9735, -1.6396, 2.9997], [-3.9019, -3.5685, 1.7930], [-2.4202, -3.0790, -0.1096], [-3.9734, 4.0082, -0.2150], [-3.5156, 6.2322, -1.2621], [-1.4859, 6.5927, -2.5897], [0.1619, 4.7362, -2.9222], [4.0431, -0.4645, 4.7814], [3.0805, -1.5056, 4.4795], [2.0615, -1.4799, 3.6073], [1.5902, -2.6963, 3.4195], [2.3827, -3.4490, 4.2284], [3.3036, -2.7755, 4.8814], [5.0110, -0.2317, 3.6390], [5.8325, 0.8905, 3.6417], [6.7534, 1.0910, 2.6244], [6.8562, 0.1839, 1.5813], [6.0283, -0.9324, 1.5702], [5.1198, -1.1441, 2.6008], [6.0885, -1.8747, 0.4542], [6.9594, -1.9753, -0.4864], [6.5431, -3.0261, -1.2980], [5.4659, -3.4879, -0.7686], [5.0997, -2.8004, 0.3421], [4.5950, -4.5676, -1.2313], [4.9509, -5.3287, -2.3430], [4.0898, -6.3093, -2.7971], [2.8653, -6.5198, -2.1718], [2.5078, -5.7671, -1.0644], [1.1382, -5.8705, -0.4275], [0.5011, -4.5683, -0.5068], [0.6491, -3.5499, 0.3357], [0.2325, -2.4458, -0.2469], [-0.2197, -2.8612, -1.4621], [-0.0510, -4.1446, -1.6700], [3.3890, -4.8046, -0.5853], [4.5855, -0.8042, 5.6628], [3.5108, 0.4499, 5.0443], [1.7008, -0.5658, 3.1524], [2.2738, -4.5152, 4.3427], [5.7480, 1.6178, 4.4409], [7.3848, 1.9695, 2.6365], [7.5609, 0.3341, 0.7740], [4.4988, -2.0292, 2.5830], [5.8925, -5.1354, -2.8392], [4.3587, -6.9001, -3.6627], [2.1761, -7.2571, -2.5656], [1.2004, -6.1332, 0.6285], [0.5080, -6.5922, -0.9402], [1.0841, -3.6163, 1.3254], [-0.6545, -2.1887, -2.1842], [3.1235, -4.2033, 0.2762], [2.2500, 4.7564, 0.1058], [2.7383, 3.4784, 0.1101], [1.9222, 2.4094, 0.5338], [2.3499, 1.1658, 0.4990], [3.6139, 0.9540, 0.0986], [4.4179, 2.0107, -0.2611], [3.9908, 3.2765, -0.2686], [1.2515, 4.8718, 0.0491], [2.7984, 5.4230, -0.4115], [0.9113, 2.5900, 0.8793], [3.9604, -0.0679, 0.0335], [5.4404, 1.8396, -0.5746], [-0.8354, -0.8234, 2.4279], [-0.6533, 0.2764, 2.9779], [0.0186, 1.0741, 2.2896]], "forces_ev_per_a": [[-0.1, 0.1, -0.4], [0.0, 0.0, 0.0], [0.0, 0.0, 0.0], [0.0, 0.0, 0.0], [0.0, 0.0, 0.0], [0.1, -0.1, 0.0], [0.0, 0.1, 0.0], [0.0, 0.0, 0.0], [0.0, 0.0, 0.0], [0.1, 0.0, 0.0], [0.0, 0.0, -0.1], [0.0, 0.0, 0.1], [0.0, 0.1, 0.0], [0.0, 0.0, 0.0], [0.0, 0.0, 0.0], [0.0, 0.0, 0.0], [0.0, 0.0, 0.0], [0.0, 0.0, 0.0], [0.0, 0.0, 0.0], [0.0, 0.0, 0.0], [0.0, 0.0, 0.0], [0.0, 0.0, 0.0], [0.0, 0.0, 0.0], [0.0, 0.0, 0.0], [0.0, 0.0, 0.0], [0.0, 0.0, 0.0], [0.0, 0.0, 0.0], [0.0, 0.0, 0.0], [0.0, 0.0, 0.0], [0.0, 0.0, 0.0], [0.0, 0.0, 0.0], [0.0, 0.0, 0.0], [0.0, 0.0, 0.0], [0.0, 0.0, 0.0], [0.0, 0.0, 0.0], [0.0, 0.0, 0.0], [0.0, -0.1, 0.0], [0.0, 0.0, 0.0], [0.0, 0.2, -0.1], [0.1, -0.1, 0.0], [0.0, 0.1, 0.0], [0.0, 0.0, -0.1], [0.0, 0.0, 0.0], [0.0, 0.0, 0.0], [0.0, 0.0, -0.1], [0.0, 0.0, 0.0], [0.1, 0.0, 0.0], [0.0, 0.0, 0.0], [0.0, 0.0, 0.1], [0.0, 0.0, -0.1], [0.1, 0.0, 0.1], [-0.2, 0.0, -0.1], [0.1, 0.0, 0.0], [0.0, 0.0, 0.0], [0.0, 0.0, 0.0], [0.0, 0.0, 0.0], [-0.1, 0.0, 0.0], [0.1, 0.0, 0.0], [0.1, 0.1, 0.0], [-0.3, -0.2, 0.0], [0.3, 0.1, 0.1], [-0.4, 0.1, 0.1], [0.2, -0.1, -0.1], [0.0, 0.1, 0.1], [0.1, 0.0, -0.1], [0.0, 0.0, 0.0], [0.0, 0.0, -0.1], [0.1, -0.1, 0.0], [0.0, 0.0, 0.0], [0.0, 0.0, 0.0], [0.0, 0.0, 0.0], [0.0, 0.0, 0.0], [0.0, 0.0, 0.0], [0.0, 0.0, 0.0], [0.0, 0.0, 0.0], [0.0, 0.0, 0.0], [0.0, -0.1, 0.0], [0.0, 0.0, 0.0], [-0.2, 0.0, 0.0], [0.0, 0.0, 0.0], [0.1, 0.0, 0.0], [0.0, 0.0, 0.1], [0.0, 0.0, 0.0], [0.1, 0.0, 0.0], [-0.1, 0.0, 0.2], [0.0, 0.0, 0.0], [0.0, 0.0, 0.0], [0.0, 0.0, 0.0], [0.0, 0.0, 0.0], [0.0, 0.0, 0.0], [0.0, 0.0, 0.0], [-0.1, 0.0, 0.1], [0.0, 0.0, 0.0], [0.1, 0.1, 0.1], [-0.2, -0.2, 0.0], [0.1, 0.2, 0.1]], "mulliken_charge": [2.847, -0.657, -0.799, -0.598, -0.063, 0.534, -0.140, -0.318, -0.036, -0.508, -0.324, -0.485, 0.150, -0.423, -0.399, -0.837, -0.237, -0.265, -0.038, -0.019, -0.632, -0.657, -0.007, 0.120, 0.538, 0.417, 0.527, 0.027, 0.443, 0.400, 0.417, 0.526, 0.552, 0.395, 0.411, 0.549, -1.362, 0.938, -0.295, -0.375, -0.363, -0.941, 1.101, -0.858, -0.698, -0.983, -0.298, 0.434, 0.507, -0.605, -0.488, 0.267, -0.031, 0.083, -0.768, -0.758, -0.844, 0.606, -1.185, 0.888, -1.090, 0.947, -0.978, -1.020, 0.206, 0.310, 0.438, 0.369, 0.465, 0.475, 0.403, 0.582, 0.590, 0.546, 0.407, 0.404, 0.282, 0.435, 0.885, 0.458, 0.791, -0.485, -0.125, -0.684, 0.671, -0.872, -0.680, -0.701, 0.221, 0.286, 0.576, 0.934, 0.521, -0.471, 0.093, -0.577], "e_above_lowest_kcal_mol": 2.8, "spin_multiplicity": 1, "total_energy_ev": -80128.4998, "homo_lumo_gap_ev": 7.317, "e_homo_ev": -7.63}

[2]
{"formula": "C4H6N2", "method": "the ωB97M-V functional and the def2-TZVPD basis", "species": ["C", "C", "C", "C", "H", "H", "H", "H", "H", "H", "N", "N"], "positions_angstrom": [[1.8398, -0.0821, -0.0093], [0.4656, 0.0338, 0.0570], [-0.4491, 1.2011, 0.0802], [-1.6556, -0.6793, -0.0067], [2.5094, 0.7991, -0.1452], [2.3160, -0.9887, 0.1478], [-0.2018, 1.8193, -0.8260], [-0.2213, 1.8027, 1.0465], [-2.5249, -1.4215, 0.1841], [0.0714, -1.9916, -0.6906], [-1.8327, 0.5681, -0.0590], [-0.3168, -1.0609, 0.2212]], "forces_ev_per_a": [[-2.3, 3.2, -0.2], [4.3, 0.3, 0.1], [0.1, 1.0, -0.5], [-0.9, -0.8, 1.4], [-0.9, -0.7, 0.2], [0.6, -1.7, 0.1], [-0.6, -0.1, 1.0], [-1.1, -0.8, -1.6], [1.7, 1.2, -0.9], [-1.7, 3.4, 3.9], [0.5, 1.5, 0.5], [0.1, -6.4, -4.0]], "mulliken_charge": [-1.028, 0.506, -0.281, -0.045, 0.240, 0.327, 0.277, 0.234, 0.309, 0.345, -0.442, -0.441], "e_above_lowest_kcal_mol": 72.2, "spin_multiplicity": 1, "total_energy_ev": -7222.4584, "homo_lumo_gap_ev": 8.575, "e_homo_ev": -8.21}

[3]
{"formula": "C7H13NO", "method": "the ωB97M-V functional and the def2-TZVPD basis", "species": ["C", "C", "O", "C", "C", "C", "C", "C", "N", "H", "H", "H", "H", "H", "H", "H", "H", "H", "H", "H", "H", "H"], "positions_angstrom": [[-0.6376, 1.7057, -0.6707], [0.3622, 1.0508, 0.2563], [1.3174, 1.6495, 0.6987], [-0.3952, -0.1589, 1.1849], [-1.8647, 0.0870, 1.4762], [-0.1527, -1.4492, 0.3777], [1.3121, -1.3372, 0.1157], [1.8990, -0.6723, -0.9131], [1.3648, -0.5643, -2.1986], [-1.2303, 0.9702, -1.2077], [-1.3179, 2.3244, -0.0881], [-0.1078, 2.3495, -1.3721], [0.1809, -0.1988, 2.1115], [-2.4721, 0.0373, 0.5739], [-2.0151, 1.0629, 1.9363], [-2.2308, -0.6714, 2.1710], [-0.3953, -2.3258, 0.9821], [-0.7290, -1.4403, -0.5496], [1.9414, -1.5668, 0.9627], [2.9748, -0.5586, -0.8795], [0.3658, -0.4203, -2.1985], [1.8299, 0.1263, -2.7691]], "forces_ev_per_a": [[0.8, -0.2, -1.1], [-2.5, 0.6, 4.1], [-0.3, -0.5, -0.8], [0.9, 0.8, -1.7], [0.2, 0.3, 0.1], [0.6, 0.6, 0.3], [1.0, 0.2, -0.9], [0.1, -2.9, 0.5], [-0.2, 0.8, 0.1], [-0.1, 0.0, -0.1], [0.1, -0.1, 0.2], [-0.1, 0.0, -0.1], [0.1, 0.1, -0.1], [0.0, 0.0, 0.0], [-0.1, 0.0, 0.1], [0.0, 0.0, 0.0], [-0.1, -0.1, -0.2], [-0.2, -0.1, 0.1], [0.1, 0.2, 0.1], [0.0, 0.3, 0.1], [0.0, -0.1, -0.3], [-0.1, 0.1, 0.0]], "mulliken_charge": [-1.383, 0.885, -0.585, 0.326, -1.622, -0.729, -0.196, -0.514, -0.469, 0.365, 0.331, 0.332, 0.346, 0.321, 0.364, 0.440, 0.398, 0.224, 0.295, 0.364, 0.253, 0.257], "e_above_lowest_kcal_mol": 45.0, "spin_multiplicity": 1, "total_energy_ev": -11005.8003, "homo_lumo_gap_ev": 8.765, "e_homo_ev": -7.93}